DFT (wB97M-V/def2-TZVPD) results for a structure of composition C24H36BiN5O3PSSbSe4.

As for the HOMO-LUMO gap: 5.73 eV. Its net charge is -2. For the HOMO energy, the calculation gives -1.88 eV. The LUMO energy comes out at 3.855 eV. As for the relative energy (zero: lowest compared OMol25 entry of this formula, charge and spin): 0.0 kcal per mole.

Geometry as XYZ:
```
76
Properties=species:S:1:pos:R:3:forces:R:3
Bi 1.178356 0.471800 2.427228 -0.040 -0.111 0.032
Sb -0.980930 2.489139 4.361455 -0.038 -0.242 0.002
Se -2.441110 2.884100 6.243899 0.025 0.057 -0.001
Se 1.102523 1.166689 5.045120 -0.012 0.085 0.058
Se -1.765877 0.683150 2.810532 0.028 0.098 0.115
Se -0.220893 4.379102 3.015667 0.049 -0.003 -0.080
S 0.895748 -4.267456 2.249075 0.011 0.009 0.021
P -1.413946 -0.367468 -1.029167 0.009 0.149 0.029
O 5.171175 0.958590 1.315234 -0.045 0.008 -0.035
O -0.516708 -0.964782 -0.016052 0.107 0.058 -0.144
O 3.537596 0.291266 2.688510 -0.101 -0.054 -0.113
N 2.510116 3.154918 0.616888 0.110 -0.093 -0.016
N 2.380402 -1.058204 0.408859 0.129 0.043 0.115
N -1.214509 1.251470 -1.198529 0.032 -0.107 -0.021
N -3.035634 -0.664676 -0.789746 -0.083 -0.032 -0.083
N -1.165333 -0.946748 -2.590457 0.003 -0.018 0.066
C 1.390254 -2.655266 1.844798 -0.022 0.042 -0.005
C 3.448311 -2.935773 -1.297526 -0.012 0.009 0.014
C 3.711784 -1.587887 -1.489803 -0.006 -0.027 -0.008
C 0.237708 -0.930683 -3.045344 -0.057 -0.002 -0.041
C -3.926286 0.333668 -0.170293 -0.006 0.027 0.038
C 3.155896 -0.683454 -0.595054 -0.043 0.001 -0.036
C 2.164930 -2.354243 0.636869 -0.038 -0.008 -0.016
C -4.613496 -0.376438 1.014697 -0.005 0.020 -0.020
C -3.378483 -1.992714 -0.266487 -0.004 0.004 0.045
C 2.677288 -3.331540 -0.217717 0.004 -0.003 -0.019
C -0.343989 2.088116 -0.343073 -0.035 -0.063 0.000
C -1.770725 3.467769 -1.684268 0.012 -0.024 0.013
C 0.393141 -2.221694 -3.847050 0.036 0.007 0.009
C -1.887874 2.043385 -2.219877 -0.041 0.007 -0.045
C 0.955734 -1.746683 2.766075 0.052 0.039 -0.078
C 4.254521 1.187313 2.109868 0.184 0.021 0.206
C 3.752174 3.532728 1.293899 0.047 0.084 0.058
C 0.100530 -3.710784 3.666431 -0.003 0.006 -0.027
C 0.207114 -2.362934 3.808638 0.028 0.005 0.032
C 3.982424 2.646452 2.506751 -0.117 -0.043 -0.106
C -1.019973 -2.463870 -4.371400 -0.031 -0.015 0.000
C -3.894229 -1.721617 1.141637 -0.035 -0.039 -0.016
C -1.872957 -2.094861 -3.161629 0.014 0.082 0.030
C -0.397627 3.459240 -1.011865 -0.024 0.023 -0.023
H -0.735640 2.138585 0.675292 -0.015 0.043 -0.034
H -0.272303 4.256441 -0.278986 -0.007 -0.020 0.011
H 0.388307 3.549534 -1.769248 -0.007 -0.006 -0.022
H 3.750423 4.584475 1.614038 0.003 0.004 -0.013
H 2.442432 3.613119 -0.283122 -0.048 0.056 0.011
H -1.385931 1.945662 -3.193148 -0.003 -0.005 -0.002
H 4.583010 3.392098 0.598706 -0.003 -0.025 0.003
H -5.679303 -0.514546 0.813892 0.012 -0.032 -0.038
H -3.046528 -1.627108 1.822238 0.003 0.007 -0.014
H 1.706709 3.450742 1.172507 0.000 0.018 0.039
H 4.339105 -1.239898 -2.299443 0.002 -0.006 0.000
H -2.499510 -2.637844 -0.259033 0.001 -0.011 -0.009
H -4.149690 -2.458533 -0.895114 -0.011 0.006 -0.004
H -4.547014 -2.517875 1.504450 0.011 -0.002 0.031
H -4.505435 0.210757 1.925111 -0.033 0.004 0.005
H -2.543481 3.640148 -0.931438 0.004 0.009 0.015
H -2.923927 1.722452 -2.352559 -0.001 0.008 0.000
H 0.669581 1.689357 -0.305362 -0.033 -0.009 -0.037
H -1.239192 -1.786630 -5.201654 0.013 0.009 -0.003
H 1.149027 -2.142710 -4.629221 -0.004 0.003 -0.007
H 2.483673 -4.379703 -0.027498 -0.001 0.001 0.003
H 0.683019 -3.034271 -3.176142 0.004 0.003 0.003
H -0.233888 -1.798977 4.619778 -0.007 -0.004 0.005
H -0.408044 -4.409591 4.312121 -0.005 -0.010 -0.003
H 3.341439 0.381899 -0.676724 -0.008 0.015 -0.002
H 0.923717 -0.888716 -2.199892 0.046 -0.006 0.034
H 4.858495 3.007516 3.053952 0.000 -0.046 0.001
H -4.667045 0.678413 -0.900013 -0.006 0.010 -0.010
H -2.897992 -1.825164 -3.420643 -0.012 -0.002 0.012
H -1.912656 -2.948161 -2.474517 -0.007 -0.029 0.037
H -1.874338 4.221963 -2.466229 0.004 -0.002 -0.006
H 0.416501 -0.052030 -3.676554 0.010 0.007 0.012
H 3.128359 2.700481 3.186642 0.006 0.054 0.016
H -3.351662 1.194656 0.173272 0.009 -0.049 0.007
H 3.855976 -3.678289 -1.974360 0.003 0.001 0.005
H -1.193343 -3.487373 -4.707894 -0.001 0.002 0.006
```
Positions in Å, forces in eV/Å.

For reference, the Löwdin charges in units of e are:
1 Bi 1.27
2 Sb -0.33
3 Se -0.32
4 Se -0.09
5 Se -0.02
6 Se -0.23
7 S 0.97
8 P 0.53
9 O -0.02
10 O -0.29
11 O -0.27
12 N 0.00
13 N 0.05
14 N -0.18
15 N -0.18
16 N -0.18
17 C -0.53
18 C -0.09
19 C -0.07
20 C -0.19
21 C -0.21
22 C -0.13
23 C -0.30
24 C -0.20
25 C -0.22
26 C -0.04
27 C -0.24
28 C -0.17
29 C -0.18
30 C -0.21
31 C -0.42
32 C -0.71
33 C -0.29
34 C -0.43
35 C -0.24
36 C -0.14
37 C -0.19
38 C -0.19
39 C -0.22
40 C -0.18
41 H 0.01
42 H 0.08
43 H 0.10
44 H 0.10
45 H 0.06
46 H 0.10
47 H 0.10
48 H 0.10
49 H 0.06
50 H -0.03
51 H 0.09
52 H 0.10
53 H 0.11
54 H 0.10
55 H 0.06
56 H 0.11
57 H 0.10
58 H 0.06
59 H 0.11
60 H 0.10
61 H 0.08
62 H 0.11
63 H 0.08
64 H 0.05
65 H 0.11
66 H 0.09
67 H 0.11
68 H 0.10
69 H 0.11
70 H 0.10
71 H 0.10
72 H 0.11
73 H 0.06
74 H 0.08
75 H 0.10
76 H 0.10